(1)
{
  "formula": "C6H5NO2S2",
  "method": "ωB97M-V/def2-TZVPD",
  "species": ["C", "C", "C", "C", "C", "C", "N", "O", "O", "S", "S", "H", "H", "H", "H", "H"],
  "coordinates": [[-2.088, 0.138, -0.157], [-1.518, -0.759, -0.968], [-1.338, 0.947, 0.813], [-0.078, -1.029, -0.900], [0.122, 0.644, 1.026], [0.647, -0.427, 0.209], [3.061, 0.139, -0.176], [3.760, -0.770, 0.135], [3.240, 1.232, -0.607], [-0.193, 2.204, 0.155], [0.572, -2.126, 0.500], [-3.148, 0.333, -0.208], [-2.107, -1.312, -1.685], [-1.905, 1.304, 1.665], [0.429, -1.272, -1.823], [0.542, 0.755, 2.020]],
  "spin_multiplicity": 1,
  "homo_lumo_gap_ev": [8.62, 7.04],
  "de_lowest_ev": 6.630,
  "homo_energy_ha": [-0.3366, -0.2913]
}



(2)
{
  "formula": "C6H5NO3",
  "method": "ωB97M-V/def2-TZVPD",
  "species": ["C", "C", "C", "C", "O", "N", "C", "C", "O", "O", "H", "H", "H", "H", "H"],
  "coordinates": [[-0.231, 0.424, 1.702], [1.421, -0.301, -0.363], [-0.346, 1.378, 0.767], [0.223, -1.219, 0.350], [1.092, 0.175, -1.580], [-0.566, 2.249, -0.024], [-0.944, -1.246, -0.502], [-1.923, -1.260, -1.196], [2.500, -0.141, 0.134], [0.574, -2.160, 1.036], [1.862, 0.624, -1.968], [-0.437, 2.231, -1.024], [-1.116, 0.017, 2.175], [0.676, 0.430, 2.292], [-2.784, -1.199, -1.800]],
  "spin_multiplicity": 1,
  "homo_lumo_gap_ev": 9.22,
  "de_lowest_ev": 5.108,
  "homo_energy_ha": -0.3388
}



(3)
{
  "formula": "C6H5NO4",
  "method": "ωB97M-V/def2-TZVPD",
  "species": ["C", "C", "C", "C", "C", "C", "H", "H", "H", "H", "H", "N", "O", "O", "O", "O"],
  "coordinates": [[-1.414, -0.470, -0.046], [-1.724, 0.955, -0.006], [-0.787, 1.874, 0.043], [0.569, 1.488, 0.016], [0.915, 0.090, 0.008], [-0.115, -0.843, -0.007], [-2.106, -2.174, -0.199], [-2.691, 1.100, 0.146], [-0.899, 2.870, -0.031], [1.267, 2.112, 0.139], [1.200, -2.214, 0.092], [2.288, -0.266, -0.072], [-2.383, -1.412, -0.048], [0.156, -2.205, -0.032], [2.581, -1.495, 0.142], [3.143, 0.590, -0.145]],
  "spin_multiplicity": 1,
  "homo_lumo_gap_ev": 7.67,
  "de_lowest_ev": 3.960,
  "homo_energy_ha": -0.3307
}



(4)
{
  "formula": "C6H5O4",
  "method": "ωB97M-V/def2-TZVPD",
  "species": ["C", "C", "C", "C", "C", "C", "O", "O", "O", "O", "H", "H", "H", "H", "H"],
  "coordinates": [[-2.529, 1.088, 0.013], [-1.656, -1.452, 0.220], [-1.156, 0.955, 0.250], [-0.766, -0.475, 0.335], [-3.518, 0.126, 0.036], [1.575, 0.068, 0.235], [-0.367, 1.983, 0.245], [-4.724, 0.281, -0.086], [-2.991, -1.296, 0.038], [0.549, -0.922, 0.576], [-2.916, 2.150, -0.025], [-1.320, -2.515, 0.293], [2.415, -0.601, 0.126], [1.597, 0.680, 1.259], [1.157, 0.735, -0.572]],
  "spin_multiplicity": 1,
  "homo_lumo_gap_ev": 7.66,
  "charge": -1,
  "de_lowest_ev": 0.000,
  "homo_energy_ha": -0.1433
}



(5)
{
  "formula": "C6H5O6Pd",
  "method": "ωB97M-V/def2-TZVPD",
  "species": ["O", "C", "Pd", "O", "C", "C", "O", "C", "O", "C", "O", "H", "C", "O", "H", "H", "H", "H"],
  "coordinates": [[-1.724, -3.957, -1.415], [-1.496, -2.912, -1.154], [-0.495, -0.393, -0.026], [2.162, -1.264, 1.317], [1.181, -1.067, 0.774], [-0.609, 1.257, -1.054], [-0.861, 2.489, -1.127], [-1.799, -0.338, 1.512], [-2.358, -0.028, 2.433], [0.450, 0.510, -1.592], [1.351, 0.665, -2.311], [-1.998, -0.111, -0.717], [2.341, 2.340, 0.820], [0.967, 2.081, 1.117], [2.629, 1.994, -0.182], [2.893, 1.753, 1.578], [2.572, 3.403, 0.928], [0.430, 2.699, 0.501]],
  "spin_multiplicity": 5,
  "homo_lumo_gap_ev": [7.75, 5.47],
  "s2": 6.0676,
  "charge": 3,
  "de_lowest_ev": 2.552,
  "homo_energy_ha": [-0.8311, -0.9017]
}



(6)
{
  "formula": "C6H6",
  "method": "ωB97M-V/def2-TZVPD",
  "species": ["C", "C", "C", "C", "C", "C", "H", "H", "H", "H", "H", "H"],
  "coordinates": [[1.162, 0.556, 1.029], [-0.340, -0.316, 0.460], [-0.496, 0.926, -0.175], [-0.397, 1.937, -0.822], [-0.559, -1.466, -0.482], [-0.861, -2.341, -1.268], [1.969, 0.813, 0.321], [1.019, 1.482, 1.647], [1.292, -0.379, 1.530], [-0.982, -0.488, 1.340], [-0.764, 2.484, -1.639], [-1.063, -3.121, -1.991]],
  "spin_multiplicity": 1,
  "homo_lumo_gap_ev": 9.31,
  "de_lowest_ev": 6.920,
  "homo_energy_ha": -0.3105
}



(7)
{
  "formula": "C6H6",
  "method": "ωB97M-V/def2-TZVPD",
  "species": ["C", "C", "C", "C", "C", "C", "H", "H", "H", "H", "H", "H"],
  "coordinates": [[2.659, 0.200, 0.134], [1.206, 0.311, 0.167], [0.015, 0.468, 0.196], [-1.439, 0.570, 0.254], [-2.104, -0.260, -0.756], [-2.700, -1.282, -0.965], [2.971, -0.667, -0.455], [3.087, 1.095, -0.326], [3.066, 0.097, 1.145], [-1.797, 1.600, 0.273], [-1.786, 0.085, 1.174], [-3.177, -2.218, -0.842]],
  "spin_multiplicity": 1,
  "homo_lumo_gap_ev": 10.35,
  "de_lowest_ev": 4.239,
  "homo_energy_ha": -0.3484
}



(8)
{
  "formula": "C6H6",
  "method": "ωB97M-V/def2-TZVPD",
  "species": ["C", "C", "C", "C", "C", "C", "H", "H", "H", "H", "H", "H"],
  "coordinates": [[-1.216, -1.056, -0.655], [-0.441, -0.200, 0.403], [0.947, -0.610, 0.465], [2.082, -0.788, 0.094], [0.050, 1.240, 0.301], [0.368, 2.392, 0.472], [-0.550, -1.403, -1.452], [-1.605, -1.964, -0.162], [-2.075, -0.546, -1.094], [-1.037, -0.159, 1.318], [2.965, -0.349, -0.303], [0.512, 3.443, 0.615]],
  "spin_multiplicity": 1,
  "homo_lumo_gap_ev": 10.19,
  "de_lowest_ev": 5.222,
  "homo_energy_ha": -0.3385
}



(9)
{
  "formula": "C6H6",
  "method": "ωB97M-V/def2-TZVPD",
  "species": ["C", "C", "C", "C", "C", "C", "H", "H", "H", "H", "H", "H"],
  "coordinates": [[1.208, 1.833, -0.129], [1.800, 0.886, 0.690], [1.467, -0.328, 0.000], [2.000, -1.507, -0.131], [0.577, 0.679, -0.629], [-1.773, 0.458, 0.129], [1.120, 2.968, -0.182], [1.693, -2.135, -0.916], [2.685, -1.888, 0.474], [-1.517, -0.583, 0.346], [-2.302, 0.504, -0.836], [-1.504, 1.259, 0.873]],
  "spin_multiplicity": 3,
  "homo_lumo_gap_ev": [6.76, 8.99],
  "s2": 2.0127,
  "de_lowest_ev": 3.569,
  "homo_energy_ha": [-0.2361, -0.3598]
}



(10)
{
  "formula": "C6H67ClN2O28PS",
  "method": "ωB97M-V/def2-TZVPD",
  "species": ["C", "C", "Cl", "C", "C", "C", "N", "P", "S", "C", "N", "H", "H", "H", "H", "H", "H", "H", "H", "H", "H", "H", "O", "H", "H", "O", "H", "H", "O", "H", "H", "O", "H", "H", "O", "H", "H", "O", "H", "H", "O", "H", "H", "O", "H", "H", "O", "H", "H", "O", "H", "H", "O", "H", "H", "O", "H", "H", "O", "H", "H", "O", "H", "H", "O", "H", "H", "O", "H", "H", "O", "H", "H", "O", "H", "H", "O", "H", "H", "O", "H", "H", "O", "H", "H", "O", "H", "H", "O", "H", "H", "O", "H", "H", "O", "H", "H", "O", "H", "H", "O", "H", "H", "O", "H", "H"],
  "coordinates": [[7.536, -3.542, 2.025], [7.239, -4.633, 0.884], [8.558, -5.945, 0.945], [5.808, -5.347, 0.981], [4.559, -4.381, 0.765], [4.542, -2.841, 0.722], [3.116, -2.612, 0.449], [2.538, -0.929, 0.248], [0.583, -0.795, 0.306], [2.282, -3.776, 0.324], [3.200, -4.891, 0.531], [8.662, -3.620, 2.267], [7.339, -2.457, 1.684], [6.942, -3.827, 2.957], [7.297, -4.154, -0.167], [5.772, -6.116, 0.113], [5.696, -5.993, 1.945], [5.386, -2.082, 0.863], [3.192, -0.047, 1.185], [2.914, -0.561, -1.102], [1.162, -3.881, 0.120], [2.863, -5.864, 0.494], [1.543, -2.212, -3.361], [1.371, -1.283, -3.560], [1.810, -2.207, -2.433], [-1.122, 1.342, -2.171], [-0.812, 1.180, -3.071], [-0.519, 0.825, -1.617], [0.253, 3.561, -0.597], [-0.556, 3.687, -0.086], [-0.051, 3.153, -1.419], [-4.070, 1.424, -1.762], [-3.181, 1.246, -2.101], [-3.915, 1.792, -0.880], [-4.094, 4.250, -0.969], [-4.721, 4.949, -1.199], [-3.987, 3.754, -1.790], [-6.734, 3.481, -2.275], [-6.421, 3.321, -3.178], [-6.131, 2.965, -1.723], [4.294, -6.782, 3.544], [3.847, -6.242, 2.881], [3.975, -7.677, 3.370], [-6.796, 0.141, -0.077], [-6.912, 1.061, 0.195], [-6.165, 0.191, -0.807], [-5.624, 6.592, 0.938], [-4.891, 6.844, 1.516], [-5.429, 5.677, 0.700], [-7.344, 3.462, -5.273], [-8.155, 3.584, -4.763], [-7.645, 3.055, -6.097], [-0.436, -4.739, 0.864], [-1.251, -4.606, 1.374], [-0.739, -5.145, 0.040], [5.145, -3.498, -2.017], [4.335, -3.371, -1.512], [4.844, -3.904, -2.843], [-9.249, 1.823, -6.258], [-9.502, 1.102, -5.665], [-9.009, 1.376, -7.079], [-1.880, -4.683, 3.487], [-1.149, -4.437, 4.066], [-1.694, -5.602, 3.252], [-0.102, -7.208, 3.407], [0.212, -7.375, 2.510], [0.491, -7.728, 3.964], [-7.338, 0.565, -3.997], [-7.513, 1.497, -4.190], [-7.074, 0.565, -3.069], [11.493, -4.298, 2.641], [11.375, -5.212, 2.928], [11.360, -4.335, 1.686], [-4.353, 9.467, 0.556], [-4.801, 10.008, -0.109], [-4.667, 8.572, 0.378], [3.986, -5.181, -4.680], [3.545, -4.638, -5.346], [3.669, -6.075, -4.860], [4.985, 0.275, -1.168], [5.719, 0.528, -0.592], [5.181, -0.642, -1.406], [4.889, 0.233, 2.962], [4.833, 0.156, 3.922], [5.224, 1.130, 2.818], [5.844, -5.063, 5.978], [5.037, -4.936, 6.490], [5.538, -5.472, 5.157], [-8.856, 6.237, 0.669], [-8.656, 5.672, -0.088], [-7.998, 6.368, 1.096], [7.038, 2.060, 3.393], [7.924, 1.879, 3.057], [7.192, 2.427, 4.272], [-6.126, 11.818, -1.262], [-6.325, 12.354, -2.040], [-5.873, 12.465, -0.591], [-6.033, 2.932, 0.374], [-5.402, 3.499, 0.833], [-6.893, 3.212, 0.717], [-2.834, -0.557, -0.227], [-2.771, 0.248, -0.757], [-1.914, -0.799, -0.061], [-2.438, 11.494, 2.255], [-3.248, 11.617, 2.765], [-2.741, 11.087, 1.432]],
  "spin_multiplicity": 1,
  "homo_lumo_gap_ev": 7.92,
  "charge": 1,
  "homo_energy_ha": -0.4393
}